# 1
Density functional theory data (the ωB97M-V functional and the def2-TZVPD basis) for a cluster of 2 separate species, CH7N2O in total.

XYZ file:
```
11
Properties=species:S:1:pos:R:3:forces:R:3
N 2.384681 -0.634308 -0.567125 -0.4 -2.6 -2.5
H 2.632283 -1.686165 -0.657154 -0.2 2.0 1.1
H 1.675979 -0.547729 0.144365 0.5 -0.3 0.7
H 1.712344 -0.682572 -1.379835 0.9 0.9 0.6
N -0.710181 -0.475253 0.489579 -4.5 0.8 -0.4
C -1.559105 1.097946 0.510242 -0.3 -1.1 0.5
O -1.812978 1.689951 -0.581941 1.3 0.9 -1.7
H 0.232570 -0.425462 0.402796 3.1 0.7 -0.2
H -1.055042 -0.615544 -0.467777 0.3 -0.5 0.2
H -1.015106 1.638464 1.310025 0.2 -0.1 0.1
H -2.485444 0.640673 0.796824 -0.7 -0.7 1.7
```
Forces are in eV/Å.

LUMO	4.29	eV
energy above the lowest of the compared OMol25 structures with the same formula, charge and spin	39.0	kcal per mole
net charge	-1
largest force on an atom	4.62	eV/A
E_HOMO	-2.74	eV

Atom charges from the Mulliken analysis, given in e for atoms 1 to 8: -0.81 0.22 0.51 0.28 -0.97 -0.29 -0.78 0.08

***

# 2
Density functional theory data (the ωB97M-V functional and the def2-TZVPD basis) for a structure of composition C21H48MoN2O3P2.

XYZ file:
```
77
Properties=species:S:1:pos:R:3:forces:R:3
Mo -1.151767 0.197970 -0.848988 -0.6 -0.5 -1.2
C -1.062765 1.440939 0.680612 0.7 4.1 5.5
O -1.095601 2.233254 1.556486 0.1 -3.9 -4.4
C 0.401072 -1.005615 -0.860654 5.8 -3.3 1.3
O 1.348380 -1.724865 -0.825693 -4.9 3.4 -0.4
P -1.724072 -1.481163 0.885189 -1.5 -1.7 1.1
C -3.300560 -1.707716 -0.020982 0.4 0.3 0.3
H -3.835047 -2.536157 0.460702 0.1 0.2 -0.2
C -1.046139 -3.226935 0.950220 0.9 0.6 -0.5
H -0.675599 -3.365197 -0.084588 -0.1 -0.2 0.4
C -2.264401 -0.953917 2.579616 0.4 0.8 -0.1
H -2.697175 0.048508 2.396194 0.1 -0.4 0.1
C 1.436652 3.227805 -0.611333 -0.6 -0.4 1.1
P 0.861557 1.680556 -1.488925 0.7 1.5 -1.7
H 0.408406 2.744982 -3.571027 -0.5 -0.2 0.2
H 0.495543 3.622737 -0.186891 0.4 0.0 -0.2
C 2.362395 1.262416 -2.520436 0.2 -0.9 0.3
H 2.558862 2.216820 -3.038579 -0.3 -0.2 0.3
C 0.155420 -3.313425 1.891550 0.5 -0.4 0.1
H 0.705460 -4.240451 1.656679 -0.2 0.3 0.2
H -0.137420 -3.351237 2.952650 0.0 -0.1 -0.5
H 0.862740 -2.486052 1.743819 -0.1 0.0 0.0
C -2.087158 -4.302890 1.263842 -0.3 0.0 0.0
H -2.507762 -4.206086 2.273642 0.2 -0.1 -0.4
H -1.587860 -5.277368 1.192059 0.0 0.2 0.0
H -2.903678 -4.315290 0.535172 0.1 -0.1 0.2
C -3.345248 -1.851945 3.188318 -0.2 -0.2 0.0
H -4.164489 -2.067345 2.494255 0.1 -0.1 0.2
H -3.790548 -1.310789 4.033697 0.2 -0.1 -0.1
H -2.940343 -2.797274 3.573085 -0.1 0.4 -0.1
C -1.063799 -0.774016 3.510836 0.2 0.4 0.6
H -1.350621 -0.056603 4.300235 0.2 -0.4 -0.2
H -0.180485 -0.352333 3.005350 -0.3 -0.1 0.1
H -0.771782 -1.717074 3.997472 -0.2 0.4 -0.2
C -4.117301 -0.431987 0.152992 -0.7 0.2 0.2
H -4.616334 -0.430263 1.136499 0.2 0.1 -0.5
H -4.882839 -0.383727 -0.629326 0.0 0.2 0.2
H -3.532411 0.514385 0.081871 -0.3 -0.4 0.3
C -2.989776 -2.120856 -1.457176 -0.3 -0.7 0.1
H -2.369391 -1.410147 -2.043763 0.1 0.0 -0.3
H -3.939194 -2.256717 -1.990164 0.3 0.2 -0.3
H -2.458037 -3.078950 -1.484227 -0.1 0.2 -0.1
C 2.056086 4.270481 -1.552853 0.0 -0.1 -0.4
H 1.451583 4.453891 -2.450581 0.2 0.0 0.2
H 3.076785 3.986945 -1.852228 -0.4 0.1 0.1
H 2.119679 5.217954 -0.998932 0.0 -0.3 -0.1
C 2.380908 2.927719 0.561413 0.2 0.1 0.7
H 3.433913 2.878752 0.233983 -0.5 0.1 0.1
C -1.029623 1.127673 -3.411466 0.6 0.2 -0.6
H 2.137349 1.994214 1.105011 0.0 0.6 -0.3
H 2.303564 3.764534 1.279680 0.1 -0.4 -0.3
C -1.227692 3.390213 -2.253166 0.0 -0.1 -0.4
H -1.621787 0.572944 -2.643004 -0.1 0.1 -1.1
H -1.782351 1.544692 -4.093983 -0.2 -0.5 0.2
H -0.428398 0.391173 -3.957628 -0.2 0.3 0.3
C -0.265172 2.312671 -2.806694 0.2 0.1 0.2
H -2.132794 3.397301 -2.876077 0.2 0.2 0.3
H -0.765617 4.384731 -2.318894 -0.3 -0.3 0.2
H -1.524469 3.205312 -1.202683 0.0 0.2 -0.3
C 2.101004 0.172539 -3.551458 -0.1 -0.1 -0.2
H 1.775607 -0.757672 -3.060583 0.2 0.2 -0.4
H 3.042253 -0.019289 -4.082601 -0.3 -0.1 0.1
H 1.369966 0.481463 -4.302218 0.3 -0.2 0.0
C 3.581705 0.882195 -1.678222 0.4 0.0 0.2
H 3.335088 0.099885 -0.944534 0.1 0.1 -0.2
H 4.035533 1.731978 -1.154745 -0.2 -0.3 -0.3
H 4.348205 0.471034 -2.351837 -0.2 0.1 0.3
H -3.448924 0.971938 -1.818358 0.7 -1.3 -0.7
H -3.101047 0.287672 -2.083203 -1.5 1.9 0.5
N 4.349208 -0.034497 1.952515 -0.2 -0.8 0.9
C 3.127058 -0.491105 2.388203 -2.4 0.9 -1.3
N 3.221855 -1.594010 3.223416 0.2 1.0 -0.1
O 2.051025 0.031365 2.051058 2.2 -1.3 0.9
H 5.193887 -0.358435 2.400500 0.5 -0.1 0.0
H 4.395831 0.869048 1.520784 0.0 0.6 -0.5
H 2.389325 -1.827742 3.760646 -0.1 -0.3 0.0
H 4.119708 -1.816843 3.636854 0.2 -0.4 0.3
```
Forces are in eV/Å.

LUMO (spin up / spin down)	-14.12 / -17.10	eV
net charge	+4
largest force on an atom	6.92	eV/A
expectation value of S²	2.04
spin multiplicity	3
E_HOMO (spin up / spin down)	-21.71 / -21.71	eV

Atom charges from the Mulliken analysis, given in e for atoms 1 to 8: -1.97 0.65 -0.25 1.12 -0.39 1.33 -0.29 0.72

***

# 3
Density functional theory data (the ωB97M-V functional and the def2-TZVPD basis) for a structure of composition C13H23ClHfNRu.

XYZ file:
```
40
Properties=species:S:1:pos:R:3:forces:R:3
Ru 0.030125 -0.948982 -3.345956 -0.2 -1.8 -2.4
Cl 1.756757 0.749924 -2.534278 0.6 1.0 0.4
C -1.390986 -0.302169 -4.702354 -1.4 0.9 -0.6
C 1.564315 -0.871459 -4.825572 1.2 -0.3 -0.5
H -1.343397 -0.691324 -5.748204 0.3 0.3 0.8
H -2.415178 -0.522617 -4.335736 0.4 0.3 -0.2
H -1.237026 0.818298 -4.707434 -0.3 -0.9 -0.2
H 1.228631 -1.223334 -5.817028 0.1 0.0 0.5
H 2.363457 -1.550307 -4.405413 -0.4 0.9 -0.8
H 1.870298 0.219892 -4.902590 -0.1 -1.6 -0.1
Hf 0.021681 0.193807 -1.062918 1.1 3.3 4.4
C -0.966543 2.190670 -0.860875 -0.8 0.6 -0.2
C -0.595262 -1.852561 -1.455908 0.6 -1.5 -0.4
H -1.581894 2.323822 -1.785502 0.5 0.5 0.4
H -1.669109 2.319420 0.003116 0.3 0.2 -1.3
H -0.149786 2.991339 -0.750532 -1.1 -1.1 -0.4
H -0.146596 -2.663928 -0.814088 -0.3 0.7 -0.6
H -1.530661 -2.177837 -1.868212 -0.9 -0.4 0.2
C -2.917002 0.161661 2.575258 0.3 0.0 0.2
N -1.455727 0.007101 2.441722 -0.5 -0.6 -0.9
C -0.843883 -1.076835 3.210542 -0.7 0.1 0.2
C -0.671839 1.174798 2.130924 0.0 1.3 0.0
C 0.773067 0.794947 1.955082 0.6 -0.9 0.8
C 1.440499 0.544879 3.165322 1.2 0.6 -0.7
C 2.670710 -0.135814 3.135866 -0.2 0.1 -0.2
C 3.290814 -0.470432 1.902926 0.2 0.7 0.1
C 2.684100 -0.079442 0.698768 0.2 -0.4 0.8
C 1.366953 0.429705 0.730546 -0.5 0.0 -0.6
H -3.183155 -0.051750 3.658522 -0.2 0.2 -1.3
H -3.469045 -0.498650 1.839308 0.5 0.4 1.1
H -3.230723 1.202410 2.335682 0.4 -0.6 0.2
H -0.352254 -1.822664 2.547826 -0.3 0.3 0.5
H -0.095806 -0.727619 3.958475 -0.9 -0.5 -0.4
H -1.717132 -1.499666 3.731795 0.7 -0.5 0.0
H -1.003208 1.634866 1.179816 0.1 -0.4 1.4
H -0.770893 1.956168 2.949018 0.3 -0.5 -0.7
H 0.968379 0.960261 4.075166 0.7 -0.6 -0.4
H 3.125407 -0.391675 4.092556 0.2 0.0 -0.3
H 4.308228 -0.921352 1.840174 -1.0 0.3 0.4
H 3.273686 -0.193532 -0.235813 -0.8 -0.1 0.6
```
Forces are in eV/Å.

LUMO (spin up / spin down)	0.16 / -2.70	eV
largest force on an atom	5.60	eV/A
expectation value of S²	8.76
spin multiplicity	6
E_HOMO (spin up / spin down)	-6.25 / -8.16	eV

Atom charges from the Mulliken analysis, given in e for atoms 1 to 8: -0.03 -0.41 -1.03 -1.05 0.33 0.28 0.25 0.32

***

# 4
Density functional theory data (the ωB97M-V functional and the def2-TZVPD basis) for the molecule C5H9N.

XYZ file:
```
15
Properties=species:S:1:pos:R:3:forces:R:3
C -1.960250 -0.095197 0.122215 2.6 -0.1 -0.4
N -0.535721 -0.071027 -0.391064 -1.3 -1.2 -0.5
C 0.418639 -1.216609 -0.197721 -1.0 -1.0 0.8
C 1.712126 -0.568897 0.073979 1.3 2.7 -0.8
C 1.600375 0.780826 -0.044931 0.7 0.7 2.1
C 0.070672 1.202579 -0.210164 2.3 0.1 3.0
H -2.446092 -0.886639 -0.397278 -0.8 -0.5 -0.3
H -2.380063 0.879402 -0.160121 -0.1 -0.5 0.4
H -1.969504 -0.304389 1.208114 -0.2 0.4 -0.2
H 0.533372 -1.937742 -1.035167 -0.5 0.7 -0.1
H 0.161899 -1.930680 0.648747 -0.2 1.0 -0.5
H 2.730208 -1.009866 0.186940 -1.3 -0.1 0.1
H 2.494769 1.485520 0.348504 -2.3 -1.5 -1.5
H -0.108220 1.977408 -0.934338 -0.1 0.0 -0.9
H -0.322210 1.695317 0.782285 0.9 -0.7 -1.2
```
Forces are in eV/Å.

LUMO	1.13	eV
energy above the lowest of the compared OMol25 structures with the same formula, charge and spin	48.2	kcal per mole
largest force on an atom	3.82	eV/A
E_HOMO	-8.03	eV
SMILES	CN1CC=CC1

Atom charges from the Mulliken analysis, given in e for atoms 1 to 8: -0.99 -0.01 -0.38 -0.29 -0.41 -0.41 0.33 0.36

***

# 5
Density functional theory data (the ωB97M-V functional and the def2-TZVPD basis) for a cluster of 4 separate species, C20H36NO8 in total.

XYZ file:
```
65
Properties=species:S:1:pos:R:3:forces:R:3
C -2.017330 -1.944090 -1.750372 -0.1 0.0 0.0
C -1.698238 -1.674648 -0.299372 -0.1 -0.6 -0.5
N -0.404750 -0.957062 -0.097133 0.0 0.5 0.5
C 0.239315 -1.343303 1.205955 0.2 -0.6 0.3
C -0.567381 -0.853280 2.376245 -0.3 0.8 -0.3
C -0.586176 0.677635 2.341239 -0.4 -0.4 -0.2
C -1.286848 1.091403 1.049135 0.6 -0.1 0.3
C -0.484794 0.547909 -0.120120 -0.4 0.4 -0.2
C -0.963152 1.112473 -1.434668 0.4 0.4 -0.1
O -0.370423 0.495741 -2.565963 -0.3 -0.8 0.1
O 0.984434 0.895908 -2.606664 0.5 0.5 -0.1
H -2.271380 -1.053009 -2.304936 0.1 0.1 -0.2
H -2.877095 -2.600022 -1.783309 -0.3 -0.2 0.0
H -1.208266 -2.474628 -2.236863 0.3 0.0 -0.2
H -2.515227 -1.161915 0.182938 0.0 0.4 0.2
H -1.594356 -2.633536 0.190140 0.1 -0.2 0.4
H 0.237403 -1.238617 -0.836955 -0.2 -0.1 -0.1
H 0.378114 -2.415471 1.188221 -0.1 -0.3 0.0
H 1.208071 -0.871798 1.260267 0.4 0.2 -0.3
H -1.601867 -1.169169 2.286534 -0.2 -0.5 0.3
H -0.158860 -1.229043 3.298737 0.2 -0.3 0.2
H 0.424806 1.061216 2.304980 0.3 0.2 0.3
H -1.102164 1.056161 3.213626 -0.1 0.2 0.2
H -2.309795 0.732100 1.054009 -0.3 0.1 -0.2
H -1.287535 2.167541 0.933198 -0.2 0.3 0.0
H 0.527206 0.904140 0.031110 0.4 -0.2 0.0
H -0.653877 2.149793 -1.450341 -0.1 0.3 0.2
H -2.039483 1.119281 -1.546951 -0.2 -0.3 -0.2
H 1.475714 0.281166 -2.038469 -0.2 -0.1 -0.1
O -2.777087 3.740256 -1.396552 0.0 0.1 0.0
C -2.680639 4.167349 -2.515886 -0.1 -0.2 0.0
O -3.232539 5.327678 -2.908804 0.0 0.0 0.0
C -3.044602 5.515412 -4.328644 0.1 0.0 -0.2
C -1.844498 4.647757 -4.689926 0.0 0.0 0.1
C -1.980500 3.507252 -3.684885 0.2 0.3 -0.3
H -3.956714 5.199255 -4.837240 0.0 0.0 0.0
H -2.881904 6.571792 -4.522332 -0.1 0.0 0.1
H -1.837570 4.331599 -5.730306 -0.1 0.0 0.0
H -0.921833 5.197082 -4.499554 0.0 0.0 0.0
H -2.619438 2.706922 -4.062772 0.0 -0.1 0.1
H -1.020915 3.101928 -3.379234 -0.1 -0.2 0.0
O -0.832406 -4.478654 2.606494 0.1 0.3 -0.1
C -0.385340 -5.232739 1.793008 -0.3 -0.2 0.1
O 0.567684 -4.857555 0.896666 -0.1 0.0 -0.1
C 0.822043 -5.940629 -0.027490 0.1 -0.1 -0.1
C 0.369836 -7.199984 0.697429 -0.1 0.0 0.1
C -0.778484 -6.674782 1.556077 0.4 -0.1 -0.1
H 0.250392 -5.755581 -0.939548 0.0 0.0 0.0
H 1.881575 -5.950404 -0.269158 0.0 0.1 0.0
H 0.090200 -8.003289 0.020087 0.0 0.0 0.0
H 1.172282 -7.564579 1.339031 0.0 0.0 0.0
H -1.729864 -6.687976 1.021925 -0.1 0.0 0.1
H -0.882189 -7.199965 2.500541 -0.2 0.1 0.0
O 2.919345 0.408402 2.102751 -0.2 0.0 -0.1
C 3.474993 1.447062 2.344448 0.2 -0.2 0.0
O 3.053612 2.617679 1.830947 -0.1 0.0 0.0
C 3.960781 3.680127 2.202353 0.1 0.2 0.1
C 4.674274 3.170254 3.446778 0.0 -0.1 0.0
C 4.706691 1.662504 3.195320 -0.2 0.4 0.2
H 4.644147 3.850573 1.369146 0.0 0.0 0.0
H 3.386343 4.585307 2.377938 -0.1 -0.1 -0.1
H 5.653453 3.620001 3.591088 0.0 0.0 -0.1
H 4.072797 3.382494 4.331222 0.0 0.0 0.0
H 5.580788 1.358708 2.617454 0.0 -0.1 0.0
H 4.649215 1.075869 4.107414 0.1 -0.2 -0.1
```
Forces are in eV/Å.

LUMO	-2.30	eV
energy above the lowest of the compared OMol25 structures with the same formula, charge and spin	0.0	kcal per mole
net charge	+1
largest force on an atom	0.94	eV/A
E_HOMO	-12.41	eV

Atom charges from the Mulliken analysis, given in e for atoms 1 to 8: -1.40 -0.24 0.33 -0.14 -0.37 -0.68 -0.83 -0.69

***

# 6
Density functional theory data (the ωB97M-V functional and the def2-TZVPD basis) for a cluster of 2 separate species, C4H10N2O in total.

XYZ file:
```
17
Properties=species:S:1:pos:R:3:forces:R:3
C -1.969386 -1.286567 -1.384556 -0.2 -0.7 -1.4
N -1.840457 -0.136124 -0.826740 0.1 0.8 -0.5
C -2.085674 -0.049535 0.617991 -0.5 4.8 -0.1
O -1.418495 0.933485 -1.388987 -0.5 -0.9 0.5
H -2.395761 -2.100262 -0.860541 -0.2 -0.4 0.9
H -1.787621 -1.504080 -2.441011 0.2 0.9 0.4
H -2.595893 -0.822025 1.067205 -0.7 -2.1 0.6
H -1.128626 0.216734 1.011781 0.7 -0.4 0.6
H -2.697694 0.925590 0.879304 1.0 -1.8 -1.1
C 2.278046 1.751730 0.370708 -2.4 1.6 -0.9
N 1.659237 0.692933 0.134261 -0.6 0.7 -0.2
C 2.213533 -0.598216 0.355509 -0.1 0.1 2.1
H 3.196378 1.898914 0.846362 2.0 -0.3 0.7
H 1.755721 2.709471 0.103372 0.4 -0.8 0.3
H 1.839846 -0.948107 1.367208 0.1 0.2 -1.0
H 1.638545 -1.175695 -0.399496 1.7 -0.6 0.3
H 3.338296 -0.508246 0.547629 -1.1 -1.0 -1.2
```
Forces are in eV/Å.

LUMO	0.92	eV
energy above the lowest of the compared OMol25 structures with the same formula, charge and spin	129.4	kcal per mole
largest force on an atom	4.85	eV/A
E_HOMO	-8.62	eV
SMILES	C=[N+](C)[O-].C=NC

Atom charges from the Mulliken analysis, given in e for atoms 1 to 8: -0.38 0.46 -0.85 -0.61 0.19 0.29 0.35 0.25

***

> What is the formula in the third record?

C13H23ClHfNRu

***

> What is the largest force on an atom in the sixth record?

4.85 eV/A

***

> largest force on an atom of number 5 (C20H36NO8)?

0.94 eV/A

***

> largest force on an atom of number 3 (C13H23ClHfNRu)?

5.60 eV/A